16
Properties=species:S:1:pos:R:3:mulliken_charge:R:1 method="wB97M-V/def2-TZVPD" e_tot_ha=-234.45844 e_above_lowest_kj_mol=378.3
C 2.108 -0.239 0.293 -1.12
C 0.684 -0.339 -0.234 0.19
C -0.995 -1.078 0.546 -0.75
C -1.707 -0.245 -0.320 -0.24
C -1.366 1.181 -0.106 -0.50
C 0.036 0.900 -0.539 -0.51
H 2.781 -0.987 -0.137 0.30
H 2.514 0.763 0.095 0.36
H 2.123 -0.364 1.382 0.24
H 0.565 -1.201 -0.881 0.31
H -1.015 -2.158 0.406 0.34
H -0.884 -0.771 1.587 0.25
H -2.130 -0.587 -1.258 0.31
H -1.472 1.535 0.933 0.21
H -1.871 1.887 -0.772 0.29
H 0.629 1.702 -0.994 0.34